19
Properties=species:S:1:pos:R:3 method="wB97M-V/def2-TZVPD" charge=0 e_above_lowest_ev=1.833 e_tot_ha=-307.161971 smiles=C[C@@H]1[C@H](C)C1(N)N
H -0.68688 -2.51842 -0.66331
C -0.17348 0.86490 0.61153
H -0.76959 1.69641 -1.29957
H 0.22616 -0.19452 -1.91482
H 1.68193 0.49045 -1.64219
H -0.29834 -1.11448 1.69369
H -0.48431 2.87657 -0.02121
H 2.88153 -0.51226 0.43089
N 2.12016 0.06384 0.78519
H -0.08293 1.15907 1.65120
C -1.26300 -1.75085 -0.14700
H -1.94419 -2.26662 0.53369
C -0.87877 1.88239 -0.23297
N 1.06310 -0.25699 -1.34901
H 2.00132 -0.12683 1.77386
C -0.36011 -0.84771 0.64320
H -1.94745 1.90893 -0.00881
C 0.77513 -0.12623 0.04886
H -1.86026 -1.22764 -0.89320